The following is a DFT calculation (ωB97M-V/def2-TZVPD) of a structure of composition C41H31NO6S2Ti.

Results
* ΔE to the lowest compared entry with this formula, charge and spin: 0.0 kJ/mol
* M: 745.701 g mol⁻¹
* net charge: +2
* E_tot: -3732.669620 Ha
* E_HOMO (alpha / beta): -11.67 / -11.71 eV

Atoms and positions in Å:
Ti 2.29524 -0.03748 1.20060
O 4.60776 -0.18428 -2.21164
C 4.14150 -0.18920 -0.97984
O 2.90625 0.01277 -0.73430
C 4.97184 -0.41097 0.13321
C 6.34799 -0.56488 0.19239
C 6.98036 -0.70522 1.42058
C 6.20784 -0.64537 2.58105
C 4.83807 -0.49572 2.50382
N 4.18286 -0.42191 1.27841
C 3.88418 -0.28604 3.53951
O 4.10418 -0.31416 4.82904
O 2.69685 -0.02015 3.16427
H 3.89065 0.00821 -2.83333
H 6.91823 -0.55850 -0.72736
H 8.05125 -0.82106 1.48013
H 6.69694 -0.70066 3.54677
H 5.01761 -0.54544 5.04524
C -1.60892 -7.64331 0.88291
C -1.25634 -6.18506 0.85486
C 0.07002 -5.76742 0.75826
C 0.40276 -4.42276 0.74164
C -0.61819 -3.49015 0.82618
C -1.95011 -3.86950 0.94994
C -2.25787 -5.21688 0.95133
S -0.29737 -1.75685 0.78478
O 1.24519 -1.68509 1.02574
C -0.45360 -1.36043 -0.93701
C 0.23468 -2.13098 -1.90174
C 0.12139 -1.80012 -3.21452
C -0.68055 -0.70248 -3.62655
C -0.81001 -0.35932 -4.99158
C -1.59233 0.69347 -5.37203
C -2.28788 1.45105 -4.40644
C -2.18427 1.14470 -3.07899
C -1.37471 0.06162 -2.65540
C -1.24224 -0.28415 -1.27779
C -1.99139 0.50043 -0.24817
C -3.29655 0.08774 0.13718
C -3.93552 -1.03040 -0.45875
C -5.19412 -1.39167 -0.07194
C -5.87349 -0.66373 0.92947
C -5.28515 0.41960 1.51496
C -3.98622 0.82766 1.13159
C -3.37181 1.96694 1.71011
C -2.13307 2.37268 1.31980
C -1.44965 1.62677 0.33355
S 0.16760 2.07195 -0.22826
O 1.10894 1.42086 0.84172
C 0.29117 3.79436 0.10350
C 0.72354 4.27556 1.33080
C 0.77631 5.64624 1.51980
C 0.40024 6.53317 0.51086
C 0.46603 8.01712 0.72122
C -0.02474 6.01383 -0.71366
C -0.07170 4.64929 -0.93041
H -0.74191 -8.26785 0.67899
H -2.37931 -7.87046 0.14589
H -2.00391 -7.92026 1.86167
H 0.85665 -6.50868 0.69887
H 1.43519 -4.10593 0.68344
H -2.73308 -3.12577 1.04573
H -3.29138 -5.52589 1.04579
H 0.82774 -2.97952 -1.58698
H 0.63034 -2.38463 -3.97110
H -0.28290 -0.94939 -5.73078
H -1.68909 0.94615 -6.41928
H -2.91558 2.27260 -4.72465
H -2.73613 1.71938 -2.34578
H -3.42711 -1.58861 -1.23529
H -5.68115 -2.23731 -0.53920
H -6.86941 -0.96537 1.22451
H -5.80609 0.98587 2.27646
H -3.91348 2.52515 2.46326
H -1.68071 3.25724 1.74478
H 1.01525 3.59607 2.12029
H 1.11393 6.03646 2.47144
H 0.71451 8.26493 1.75078
H -0.48729 8.48462 0.47393
H 1.22282 8.46046 0.07224
H -0.30968 6.68929 -1.51028
H -0.38792 4.25680 -1.89021

Mulliken atomic charge list, values in e, 8 entries:
1. Ti 0.97
2. O -0.49
3. C 0.78
4. O -0.10
5. C -0.46
6. C -0.53
7. C -0.91
8. C -0.63

---

The following is a DFT calculation (ωB97M-V/def2-TZVPD) of a structure of composition C41H32Br4N2O4PS2Zr.

Results
* ΔE to the lowest compared entry with this formula, charge and spin: 295.1 kJ/mol
* M: 1122.665 g mol⁻¹
* net charge: -1
* E_tot: -13473.149978 Ha
* E_HOMO: -3.86 eV

Atoms and positions in Å:
Zr 0.44349 -0.25995 1.02132
C 0.55021 2.59002 0.60281
N 1.53906 1.95477 1.50193
C 2.67999 1.32580 0.79765
C 3.33607 0.27646 1.70661
N 2.56141 -1.00603 1.70257
C 3.24840 -1.99034 0.82910
C 2.29551 -1.65928 2.98546
C 3.17320 -1.56759 4.05221
C 2.90118 -2.24044 5.23074
C 1.75196 -3.01195 5.33395
C 0.88941 -3.12678 4.25786
C 1.15609 -2.46684 3.06038
S 0.07509 -2.67132 1.66771
C 2.09243 2.96754 2.43135
C 2.49356 4.15283 1.81146
C 3.00485 5.21876 2.52285
C 3.12004 5.08510 3.90648
C 2.75828 3.91012 4.51979
C 2.25263 2.77956 3.82088
S 1.95119 1.31986 4.66653
H 0.97895 2.95235 -0.33535
H 0.09640 3.41868 1.13832
H -0.29609 1.92652 0.35141
H 3.42541 2.07231 0.50563
H 2.33904 0.89886 -0.15003
H 3.36567 0.67685 2.72193
H 4.34983 0.08084 1.35219
H 3.46466 -1.53063 -0.13132
H 2.60433 -2.85504 0.68702
H 4.17889 -2.29778 1.31562
H 4.04488 -0.93200 3.98368
H 3.56880 -2.13304 6.07514
H 1.51959 -3.52008 6.26149
H -0.01164 -3.72159 4.33379
H 2.39592 4.24908 0.73460
H 3.29872 6.12828 2.01545
H 3.50447 5.90523 4.50249
H 2.86520 3.79769 5.59104
Br -4.72822 -1.13008 5.57577
C -3.79743 -0.78325 3.96980
C -4.44535 -0.87217 2.74357
Br -6.27902 -1.32168 2.66016
C -3.73866 -0.63755 1.55651
Br -4.57129 -0.72671 -0.13259
C -2.39401 -0.31491 1.59941
O -1.58665 -0.13055 0.55086
C -1.75333 -0.18711 2.85045
O -0.47530 0.14619 2.77031
C -2.44291 -0.43642 4.02489
Br -1.47825 -0.29680 5.62978
O 3.01834 -0.18718 -1.91266
C 1.86195 -0.58083 -1.99469
O 1.10219 -0.80846 -0.96131
C 1.31792 -0.92158 -3.35943
C 2.23276 -1.49186 -4.24707
C 1.84834 -1.85119 -5.52382
C 0.53979 -1.62426 -5.93684
C -0.36247 -1.04129 -5.06696
C 0.00732 -0.68078 -3.76958
P -1.21744 0.03244 -2.58863
C -2.14398 1.22228 -3.63003
C -1.54909 1.92168 -4.67951
C -2.22560 2.94972 -5.32239
C -3.50625 3.30208 -4.92312
C -4.10056 2.62796 -3.86468
C -3.42276 1.60613 -3.21872
C -2.31127 -1.44829 -2.55943
C -3.42250 -1.62748 -3.37832
C -4.17439 -2.79259 -3.30072
C -3.81481 -3.79909 -2.41671
C -2.69389 -3.63837 -1.61473
C -1.95081 -2.47116 -1.68384
H 3.24952 -1.64059 -3.90954
H 2.56407 -2.30503 -6.19756
H 0.22384 -1.90558 -6.93375
H -1.38177 -0.86934 -5.39202
H -0.54780 1.66274 -5.00156
H -1.74626 3.47707 -6.13800
H -4.03415 4.10235 -5.42607
H -5.09334 2.90382 -3.53153
H -3.88648 1.10499 -2.37551
H -3.71758 -0.85260 -4.07443
H -5.04535 -2.91127 -3.93403
H -4.40751 -4.70280 -2.35040
H -2.40313 -4.41327 -0.91646
H -1.08350 -2.35412 -1.04760

Mulliken atomic charge list, values in e, 8 entries:
1. Zr 0.66
2. C -0.82
3. N 1.53
4. C -1.46
5. C -0.65
6. N 1.39
7. C -1.61
8. C 0.31

---

The following is a DFT calculation (ωB97M-V/def2-TZVPD) of a structure of composition C41H32ClN2O4PV at a distorted geometry.

Results
* M: 734.088 g mol⁻¹
* <S²>: 0.78
* 2S+1: 2
* E_tot: -3737.470027 Ha
* E_HOMO (alpha / beta): -7.64 / -7.63 eV

Atoms and positions in Å:
V 0.42358 -0.97597 -0.25411
O 2.45638 -0.72016 0.30450
C 3.16158 -0.03455 1.11282
C 4.57628 0.15671 1.09651
C 5.36818 0.52202 2.21586
C 4.70942 1.01359 3.30483
C 3.33918 1.04998 3.39064
C 2.52583 0.45941 2.39327
C 1.15423 0.16002 2.62453
N 0.33694 -0.40643 1.77791
C -1.14122 -0.49399 2.37683
C -1.80468 -1.61541 1.75029
N -1.63974 -1.48781 0.26382
C -2.11679 -2.54668 -0.33543
C -2.10849 -2.78409 -1.76972
C -2.57002 -3.89280 -2.34568
C -2.45881 -4.14777 -3.74508
C -1.95324 -3.14636 -4.52664
C -1.31241 -2.04121 -3.99172
C -1.25308 -1.90543 -2.62281
O -0.69849 -0.88329 -2.05787
H 5.08755 -0.21690 0.20748
H 6.40088 0.18124 2.27847
H 5.28752 1.36823 4.15221
H 2.89114 1.61570 4.21616
H 0.70653 0.49750 3.56267
H -1.67069 0.46992 2.30646
H -1.02548 -0.74361 3.42095
H -2.82130 -1.53340 2.00758
H -1.47384 -2.61753 2.00881
H -2.47790 -3.39793 0.29617
H -2.83490 -4.70337 -1.70683
H -2.70198 -5.13660 -4.07271
H -2.06287 -3.22943 -5.60792
H -0.94289 -1.17130 -4.52347
Cl 3.84832 -7.54796 -0.33634
C 3.21407 -5.96753 0.09940
C 2.59246 -5.79959 1.39435
C 1.61343 -4.85097 1.44052
C 1.40449 -3.85689 0.43957
O 0.53227 -2.96298 0.66672
C 2.17785 -3.95800 -0.76917
C 2.30197 -2.87575 -1.69947
O 1.52124 -1.89883 -1.86420
C 3.18596 -4.95998 -0.88034
H 2.93170 -6.56728 2.08124
H 0.94227 -4.70809 2.26874
H 3.16229 -3.05535 -2.43837
H 3.87067 -4.94741 -1.72094
C -4.87599 4.12667 -2.55536
C -3.61700 3.84167 -3.04339
C -2.64268 3.13917 -2.33664
C -2.88562 2.76296 -1.01924
C -4.20564 3.08531 -0.46265
C -5.08836 3.80442 -1.19436
P -1.63905 1.93817 0.06168
C -1.28355 3.12167 1.34341
C -2.39550 3.58114 2.15033
C -2.12542 4.07119 3.47285
C -0.87026 4.18023 3.92197
C 0.19230 3.73407 3.16866
C 0.00249 3.11834 1.93945
C -0.09200 2.02147 -0.85279
C 0.38434 3.28141 -1.26392
C 1.43778 3.40708 -2.15577
C 2.05142 2.23497 -2.65374
C 1.70624 1.04551 -2.07519
C 0.73139 0.91411 -1.08407
H -5.66376 4.62658 -3.12911
H -3.36894 4.10554 -4.05083
H -1.70997 2.85227 -2.83104
H -4.50354 2.64800 0.44948
H -5.98345 4.19753 -0.65089
H -3.37199 3.72944 1.74034
H -2.92827 4.39504 4.10833
H -0.65886 4.65744 4.88965
H 1.19675 3.89154 3.58627
H 0.85556 2.64652 1.43334
H -0.16388 4.18518 -0.95419
H 1.72427 4.41903 -2.38068
H 2.88225 2.34615 -3.31204
H 2.25353 0.18445 -2.45039

Mulliken atomic charge list, values in e, 8 entries:
1. V -0.44
2. O 0.08
3. C 0.27
4. C -1.20
5. C -0.66
6. C -0.57
7. C -0.75
8. C 0.85